Entry 1:
The following is a quantum chemistry calculation of a structure of composition C43H38Cl2FGdIN8O4, from OMol25.

Net charge: +1
Spin multiplicity: 8
Orbital gap (spin up / spin down): 0.169 / 0.170 Ha

```
98
Properties=species:S:1:pos:R:3:forces:R:3
Gd 16.89702 14.37289 13.11521 1.5 -1.3 -0.5
Cl 17.52314 10.78904 9.24847 0.2 0.0 0.3
C 16.20277 11.88202 9.36740 -0.3 2.1 2.1
C 15.22348 11.86340 8.40459 -0.2 0.0 -0.5
C 14.21188 12.79955 8.37155 -0.1 -0.1 0.3
Cl 13.25260 12.91942 6.94403 -0.5 -0.1 -0.2
C 14.00508 13.70070 9.42887 0.2 0.4 0.5
C 12.92107 14.63019 9.54653 1.0 -0.3 1.3
C 12.91819 15.49406 10.62798 -0.3 -0.3 -0.3
C 13.97126 15.56292 11.54820 2.2 -2.1 -0.6
N 15.00572 14.67269 11.47923 -2.2 0.9 -0.2
C 14.97502 13.70402 10.49918 0.2 1.1 -0.8
C 16.15449 12.88956 10.44208 -0.3 -2.5 -1.5
O 17.05135 12.96154 11.34111 0.2 0.2 0.1
H 15.29283 11.08858 7.64954 -0.1 0.3 -0.2
H 12.07134 14.59656 8.89128 0.0 0.0 -0.4
H 12.05236 16.09708 10.81437 -0.2 0.5 -0.1
H 14.07498 16.32641 12.31238 -0.3 -0.1 0.0
I 20.03592 11.60242 13.23179 -0.5 0.4 0.6
C 18.64113 10.48847 14.38384 -0.2 -0.4 -0.1
C 19.18698 9.30132 14.82722 1.2 0.7 -1.0
C 18.38112 8.20741 15.10129 -1.1 -0.8 0.8
C 17.02145 8.36712 15.02571 0.2 -0.8 0.0
C 16.40998 9.59730 14.71415 -0.3 0.3 0.2
C 14.98318 9.65554 14.75247 0.9 1.1 -0.5
C 14.37502 10.85670 14.44556 0.7 -1.4 0.5
C 15.19296 11.96340 14.20880 1.1 1.1 -0.4
C 16.60666 12.01669 14.21436 -1.7 0.2 -0.8
C 17.20731 10.75546 14.39780 1.2 -0.8 0.5
H 20.28459 9.16227 14.78151 -0.8 0.1 0.1
H 18.80156 7.23937 15.40211 -0.1 0.5 -0.2
H 16.35700 7.51531 15.18651 0.2 0.2 0.1
H 14.47567 8.74137 14.99753 -0.4 -0.1 0.0
H 13.30431 10.92074 14.44444 -0.4 0.2 -0.1
H 14.68890 12.89441 13.96379 -0.3 -0.1 0.1
F 12.90193 13.36136 18.84390 -0.3 1.1 -0.7
C 12.95983 14.56271 18.14225 -0.4 -0.6 0.7
C 13.87578 14.64328 17.12012 -0.4 1.1 0.0
C 14.12070 15.89082 16.45346 -1.6 -1.2 1.1
C 15.00364 15.91505 15.29887 0.8 0.1 -0.3
O 15.33164 14.80658 14.74893 -0.8 2.6 1.3
C 15.51790 17.26351 15.02301 0.1 -1.4 -0.3
C 14.91074 18.35161 15.56668 -0.9 -0.3 1.2
N 13.79658 18.27781 16.40210 -0.2 0.2 0.4
C 13.12959 19.50819 16.89157 0.6 -0.3 -0.1
C 12.96885 20.69788 15.98182 1.4 0.7 -1.0
C 11.79622 19.94793 16.35420 -1.7 -2.1 -0.3
C 13.40704 17.01950 16.94904 1.5 0.5 -0.4
C 12.47801 16.89566 18.01506 -0.9 -0.9 -0.2
C 12.09991 15.62932 18.57522 2.6 1.3 -1.9
N 11.08152 15.49788 19.49185 -1.6 0.6 1.5
C 10.15227 14.36939 19.41558 1.0 -0.4 0.4
C 9.15098 14.39633 20.58094 0.7 -0.9 -0.3
N 8.49064 15.74055 20.59818 -0.1 -0.8 0.7
C 9.46173 16.84065 20.93506 -0.2 1.1 0.2
C 10.90660 16.48262 20.60286 2.0 -0.5 -1.0
C 16.80342 17.52634 14.22493 0.6 1.0 -0.7
O 17.39251 18.58952 14.50357 -0.6 -1.5 -0.3
O 17.12970 16.67646 13.30754 -0.7 0.8 1.4
H 14.42963 13.75160 16.87004 0.1 -0.1 -0.2
H 15.39340 19.32125 15.40993 -0.5 -0.2 0.0
H 13.30239 19.76263 17.94238 0.2 -0.4 -0.4
H 13.29379 20.54114 14.92799 -0.1 0.5 1.0
H 13.07508 21.68428 16.44925 0.3 -0.4 -0.6
H 11.29337 19.31387 15.58938 0.5 0.5 0.7
H 11.12517 20.33173 17.09080 -0.4 0.3 0.3
H 11.94129 17.78329 18.35445 0.2 -0.2 -0.3
H 10.77197 13.45273 19.39821 -0.7 0.0 0.4
H 9.59894 14.35511 18.47614 -0.1 0.3 -0.2
H 9.59303 14.16585 21.54982 0.2 0.5 0.0
H 8.40268 13.62230 20.44473 -0.2 0.1 -0.2
H 7.73211 15.76926 21.28502 0.1 -0.1 0.0
H 8.02315 15.83043 19.69537 0.3 0.5 -0.2
H 9.41260 17.05330 22.03244 -0.3 -0.3 -0.9
H 9.05308 17.71493 20.39776 0.6 -0.2 0.2
H 11.47642 16.13797 21.51444 -0.8 0.2 -0.7
H 11.48838 17.35907 20.22981 -0.8 -0.3 0.8
N 18.14808 13.92061 16.34064 -0.5 -0.3 0.3
N 18.48948 14.59420 15.10641 1.8 0.9 0.1
H 18.03837 12.94148 16.04296 -0.1 0.4 0.3
H 17.19865 14.23044 16.54071 0.0 -0.2 0.1
H 19.43545 14.22141 14.94495 -0.4 0.0 -0.5
H 18.76670 15.56205 15.36200 -0.6 -0.5 -0.1
N 20.78676 14.42512 10.37943 1.6 1.3 -1.6
C 19.58435 14.13503 10.89652 -0.7 -0.1 0.4
N 19.13534 15.02796 11.76748 -0.2 -0.4 -0.6
C 20.06051 16.07071 11.75305 1.4 -1.1 -1.1
C 20.17525 17.23036 12.49420 -1.5 0.3 0.4
C 21.29991 17.99940 12.33130 1.0 -0.4 -0.1
C 22.36339 17.63941 11.50226 0.6 -0.4 -1.5
C 22.25908 16.49243 10.68497 -0.2 0.8 0.6
C 21.10728 15.72648 10.83815 -0.2 -0.5 0.9
H 21.34534 13.97518 9.59699 -1.5 0.5 1.6
H 19.00392 13.26846 10.60451 0.2 0.0 0.2
H 19.30869 17.52230 13.11319 0.8 0.0 -0.2
H 21.47470 18.86844 12.89899 -0.3 1.0 0.7
H 23.28185 18.28674 11.40515 -1.2 -0.8 0.2
H 23.01853 16.25382 9.95577 0.2 -0.2 0.1
```
Forces are in eV/Å.

Löwdin charges in e: 1.59, 0.71, -0.58, -0.15, -0.64, 0.69, -0.17, 0.00, -0.06, -0.09, 0.01, -0.13, -0.37, -0.28, 0.11, 0.10, 0.10, 0.11, 0.99, -0.59, -0.21, -0.09, -0.05, -0.17, -0.04, -0.09, -0.18, -0.17, -0.25, 0.09, 0.11, 0.11, 0.10, 0.09, 0.05, 0.03, -0.15, 0.10, -0.04, -0.25, -0.17, -0.02, 0.05, 0.02, -0.25, -0.11, -0.13, -0.09, 0.07, -0.15, -0.09, -0.11, -0.08, 0.06, -0.08, -0.11, -0.58, 0.02, -0.20, 0.14, 0.15, 0.15, 0.13, 0.12, 0.13, 0.09, 0.10, 0.13, 0.13, 0.15, 0.14, 0.19, 0.19, 0.15, 0.14, 0.15, 0.12, -0.03, -0.15, 0.05, 0.05, 0.05, 0.10, 0.12, -0.25, 0.04, -0.21, -0.01, -0.10, -0.08, -0.03, -0.18, 0.20, 0.08, 0.10, 0.09, 0.12, 0.10



Entry 2:
The following is a quantum chemistry calculation of a structure of composition C43H38Cl3F3N2O3S2SbSeSiTi, from OMol25.

Net charge: -2
ΔE to the lowest compared entry with this formula, charge and spin: 54.1 kcal/mol
Spin multiplicity: 2
Orbital gap (spin up / spin down): 0.173 / 0.201 Ha

```
98
Properties=species:S:1:pos:R:3:forces:R:3
Ti 0.61701 -0.20029 0.04748 -0.2 0.4 -0.6
Cl -0.18140 -7.38751 0.06021 0.0 0.1 0.0
C 0.24299 -5.69147 0.28741 0.0 0.0 0.0
C 1.55227 -5.36763 0.62527 0.0 0.0 0.0
C 1.87604 -4.02064 0.78914 0.1 0.0 -0.1
C 0.93407 -3.01884 0.62288 0.0 0.0 0.1
O 1.31400 -1.74365 0.73780 0.2 -1.0 0.3
C -0.42360 -3.36632 0.35070 -0.2 0.3 0.2
C -1.44333 -2.39618 0.44563 0.2 0.1 0.4
N -1.19109 -1.10368 0.79520 -0.1 0.5 -0.1
C -2.23904 -0.42506 1.42365 0.2 -0.2 0.2
C -3.50170 -0.33970 0.89547 -0.2 0.1 0.1
C -4.54986 0.31041 1.59219 0.0 -0.1 -0.3
C -4.35963 0.81323 2.84099 0.0 0.1 0.2
C -3.08278 0.70451 3.45409 0.1 0.0 -0.1
C -2.82831 1.14158 4.77208 -0.1 0.0 -0.1
C -1.58090 1.00620 5.29840 0.1 -0.1 0.1
C -0.56793 0.44198 4.49257 0.0 -0.1 0.0
N -0.76370 0.01463 3.27574 -0.1 -0.2 0.1
C -2.00547 0.12725 2.74144 -0.1 -0.2 -0.1
C -0.73044 -4.73231 0.14627 0.0 0.0 -0.1
H 2.29862 -6.14143 0.74107 0.0 0.0 0.0
H 2.88686 -3.72274 1.04119 0.0 0.0 0.0
H -2.47398 -2.73961 0.42922 0.0 0.0 0.0
H -3.68732 -0.76391 -0.08325 0.0 0.0 0.0
H -5.52086 0.39872 1.11494 0.0 0.0 0.0
H -5.16908 1.29204 3.38248 0.0 0.0 0.0
H -3.63432 1.58822 5.34511 0.0 0.0 0.0
H -1.35610 1.33342 6.30624 0.0 0.0 0.0
H 0.44448 0.34014 4.87530 0.0 0.0 0.1
H -1.74651 -5.01555 -0.09975 0.0 0.0 0.0
C 5.05503 1.68572 -0.47169 -0.1 0.0 0.0
C 3.58592 1.34255 -0.64700 0.2 0.2 0.2
S 2.82238 0.62539 0.76623 0.0 -0.1 -0.2
C 2.91997 1.56526 -1.78366 -0.2 0.1 -0.1
C 3.54944 2.10134 -3.04117 0.0 0.0 0.1
S 1.22280 1.15808 -1.94237 0.3 -0.2 -0.2
H 5.39011 1.37175 0.51680 0.0 0.0 0.0
H 5.22836 2.76347 -0.56329 0.0 0.0 0.0
H 5.67872 1.18082 -1.21634 0.0 0.0 0.0
H 4.60526 2.34116 -2.89841 0.0 0.0 0.0
H 3.02972 3.00358 -3.37842 0.0 0.0 0.0
H 3.46558 1.35853 -3.84090 0.0 0.0 0.0
F -1.28724 2.15535 -8.37281 0.0 0.0 0.0
C -1.45909 1.93379 -7.03936 0.0 0.0 0.0
C -2.52013 2.54500 -6.40299 -0.1 0.1 0.1
C -2.69716 2.30949 -5.04436 0.1 -0.1 -0.1
C -1.82757 1.48197 -4.33238 0.1 -0.1 0.0
C -0.76295 0.89591 -5.01529 0.0 0.0 0.0
C -0.57272 1.11561 -6.37910 0.1 -0.1 0.1
Sb -2.18239 1.05990 -2.22334 -0.1 0.6 -0.5
C -2.53507 3.16244 -1.84754 -0.1 -0.1 0.2
C -1.72618 4.12693 -2.44535 -0.1 0.0 0.0
C -1.85343 5.47385 -2.12197 0.1 0.0 -0.1
C -2.79728 5.83844 -1.18659 0.0 0.0 0.0
F -2.93951 7.15596 -0.87587 0.0 0.0 0.0
C -3.59482 4.91758 -0.54366 -0.1 -0.1 0.0
C -3.44192 3.57393 -0.87110 0.1 0.0 0.0
C -4.24177 0.53721 -2.71916 0.0 -0.1 0.1
C -5.37822 1.33374 -2.59809 0.0 -0.1 -0.1
C -6.64253 0.84244 -2.91970 0.1 0.1 0.0
C -6.74902 -0.45905 -3.35717 0.0 0.0 0.0
F -7.98293 -0.94772 -3.65894 0.0 0.0 0.0
C -5.65371 -1.28539 -3.49758 0.1 0.0 0.0
C -4.40006 -0.77906 -3.17059 0.0 0.1 0.0
H -3.18739 3.18855 -6.96332 0.0 0.0 0.0
H -3.52951 2.78250 -4.53444 0.0 0.0 0.0
H -0.06350 0.26123 -4.48549 0.0 0.0 0.0
H 0.24814 0.65431 -6.91447 0.0 0.0 0.0
H -0.96804 3.82503 -3.15819 0.0 0.0 0.0
H -1.22480 6.22963 -2.57564 0.0 0.0 0.0
H -4.30312 5.24679 0.20713 0.0 0.0 0.0
H -4.01923 2.83457 -0.32400 0.0 0.0 0.0
H -5.28774 2.35933 -2.25870 0.0 0.0 0.0
H -7.53205 1.45410 -2.83108 0.0 0.0 0.0
H -5.78453 -2.30195 -3.84688 0.0 0.0 0.0
H -3.52482 -1.41822 -3.28158 -0.1 0.0 0.0
C 0.38084 5.28895 1.31358 0.0 0.1 -0.1
Si 0.24827 3.66684 2.24140 0.1 -0.4 -0.2
C 1.88906 3.24673 3.02553 0.1 0.1 0.1
C -1.03239 3.92548 3.59586 -0.1 0.1 0.1
Se -0.42294 2.09952 0.78995 -0.5 0.3 0.1
H 0.67403 6.11169 1.97721 0.0 0.0 0.0
H -0.58491 5.53299 0.85787 0.1 0.0 0.0
H 1.11673 5.20124 0.50877 -0.1 0.0 0.0
H 2.24611 4.02945 3.70762 -0.1 0.0 0.0
H 2.62983 3.07996 2.24207 0.0 0.0 0.0
H 1.80078 2.30574 3.57515 0.0 0.0 0.0
H -1.01292 4.96274 3.95382 0.0 -0.1 0.0
H -0.85087 3.26076 4.44505 0.0 0.1 -0.1
H -2.03253 3.70959 3.20823 0.0 0.0 0.0
Cl 1.93865 -2.03498 -4.71347 0.0 0.0 0.0
C 1.52461 -2.42054 -3.01351 -0.1 0.3 0.1
Cl 2.77694 -1.83121 -1.92827 0.3 -0.2 -0.2
C 0.09973 -1.87389 -2.67903 0.0 0.1 0.0
O -0.77719 -2.10960 -3.50024 0.0 0.0 0.0
O -0.06199 -1.27670 -1.57396 0.2 -0.1 0.2
H 1.50739 -3.50099 -2.93860 -0.1 -0.1 0.0
```
Forces are in eV/Å.

Löwdin charges in e: 0.49, 0.57, -0.69, -0.14, -0.03, -0.33, -0.32, -0.16, -0.09, -0.07, -0.30, -0.05, -0.09, -0.07, -0.17, -0.05, -0.10, -0.15, 0.13, -0.22, -0.08, 0.08, 0.12, 0.12, 0.09, 0.10, 0.10, 0.11, 0.10, 0.11, 0.10, -0.15, -0.77, 0.61, -0.78, -0.13, 0.56, 0.04, 0.07, 0.07, 0.05, 0.07, 0.07, 0.02, -0.30, -0.03, -0.12, -0.35, -0.11, -0.01, 1.55, -0.40, -0.11, -0.02, -0.30, 0.02, -0.02, -0.15, -0.37, -0.12, -0.03, -0.30, 0.02, -0.02, -0.12, 0.11, 0.10, 0.05, 0.11, 0.10, 0.11, 0.11, 0.09, 0.08, 0.11, 0.11, 0.10, -0.23, 0.12, -0.24, -0.22, 0.42, 0.02, 0.01, 0.03, 0.02, -0.01, 0.01, 0.02, 0.00, 0.02, 0.56, -0.94, 0.69, -0.76, 0.00, -0.31, 0.06



Entry 3:
The following is a quantum chemistry calculation of a structure of composition C43H38F5FeN3O3SSb, from OMol25.

Spin multiplicity: 6
Orbital gap (spin up / spin down): 0.317 / 0.182 Ha

```
95
Properties=species:S:1:pos:R:3:forces:R:3
Fe -0.26226 0.34294 1.50570 -0.9 1.1 1.5
O 0.57092 -0.28710 5.74510 0.0 0.0 -0.1
C 0.54360 -0.02448 4.55738 -0.2 -0.1 0.0
N -0.44281 -0.28238 3.64508 0.2 -0.2 -0.5
C -1.52585 -1.02741 4.02945 0.3 0.1 0.0
O -1.67127 -1.71579 5.02001 0.0 0.0 -0.1
C -2.67824 -0.92706 3.04806 -0.2 -0.1 0.1
C -3.90501 -1.47155 3.40621 -0.1 0.0 0.0
C -4.97818 -1.32728 2.54482 0.1 0.0 0.0
C -4.78972 -0.63916 1.35441 0.0 0.1 0.0
C -3.53095 -0.13674 1.07455 -0.1 0.1 0.0
N -2.49402 -0.28371 1.89699 0.4 -0.1 -0.4
C 1.70558 0.75695 3.97578 0.1 0.1 0.2
C 2.67437 1.25193 4.84175 0.0 0.0 0.0
C 3.72002 1.98906 4.31774 -0.1 -0.1 0.0
C 3.77570 2.18603 2.94418 0.0 0.1 0.0
C 2.77296 1.64712 2.15795 0.1 0.1 0.0
N 1.75334 0.95901 2.66619 -0.1 -0.2 -0.4
H -3.98364 -1.98493 4.35340 0.0 0.0 0.0
H -5.94792 -1.73667 2.79657 0.0 0.0 0.0
H -5.60166 -0.48401 0.65691 0.0 0.0 0.0
H -3.34738 0.41336 0.15863 0.0 0.0 0.0
H 2.56383 1.04090 5.89566 0.0 0.0 0.0
H 4.48120 2.40220 4.96690 0.0 0.0 0.0
H 4.57576 2.75662 2.49244 0.0 0.0 0.0
H 2.77880 1.77793 1.08151 0.0 0.0 0.0
F 5.51510 -3.72750 1.78965 0.4 0.0 0.0
C 4.22562 -3.52346 1.65760 -0.4 0.0 0.0
C 3.74245 -2.26100 1.34656 -0.1 0.0 0.0
F 4.57226 -1.24411 1.16103 0.2 0.1 0.0
C 2.38889 -2.08456 1.20362 -0.1 0.1 -0.2
F 1.95675 -0.88657 0.83103 0.3 -0.1 0.1
C 1.44591 -3.11025 1.37397 -0.1 0.0 0.0
S -0.22557 -2.80849 1.22254 0.2 -0.1 0.2
C 1.97973 -4.37763 1.67245 0.0 0.0 0.0
F 1.17486 -5.41072 1.82895 -0.1 -0.1 0.0
C 3.33545 -4.58077 1.80904 0.0 0.0 0.0
F 3.80525 -5.79105 2.08281 0.1 -0.1 0.1
C -2.07061 2.26009 -1.67228 0.1 0.0 0.0
C -0.77841 2.43361 -2.42198 0.0 0.0 0.0
C -0.51351 3.63309 -3.07723 0.0 0.0 0.0
C 0.66604 3.82927 -3.77815 0.0 0.0 0.0
C 1.59783 2.80728 -3.85511 0.0 0.0 0.0
C 1.34705 1.60444 -3.21133 0.0 0.0 0.0
C 0.17709 1.41110 -2.48582 0.0 -0.2 0.2
Sb -0.20562 -0.40302 -1.36707 -0.1 0.4 -0.6
C 1.45287 -1.63201 -2.02784 -0.2 0.1 0.1
C 2.71911 -1.06334 -1.88715 0.0 0.0 0.0
C 3.87310 -1.79768 -2.11186 0.0 0.0 0.0
C 3.76764 -3.13244 -2.46815 0.0 0.0 0.0
C 2.51534 -3.71054 -2.59818 0.0 0.0 0.0
C 1.34381 -2.98572 -2.37866 0.1 0.0 0.0
C 0.02135 -3.69263 -2.49937 0.1 0.0 0.0
C -1.90257 -1.10479 -2.52260 0.3 0.0 0.3
C -2.92662 -1.66050 -1.75836 0.1 0.0 0.0
C -4.13160 -2.03380 -2.33122 -0.1 0.0 0.0
C -4.30941 -1.87019 -3.69591 0.0 0.0 0.0
C -3.27701 -1.36252 -4.46846 0.0 0.0 0.0
C -2.06371 -0.96774 -3.90587 0.0 -0.1 0.0
C -0.97955 -0.44700 -4.81134 -0.1 0.0 0.1
H -2.72185 3.12170 -1.81507 0.0 0.0 0.0
H -1.85765 2.15418 -0.60253 0.0 0.0 0.0
H -2.60405 1.37020 -2.01625 -0.1 0.0 0.0
H -1.24459 4.43211 -3.02936 0.0 0.0 0.0
H 0.85150 4.77551 -4.27041 0.0 0.0 0.0
H 2.51493 2.94180 -4.41449 0.0 0.0 0.0
H 2.06945 0.80453 -3.30665 0.0 0.1 0.0
H 2.81376 -0.03118 -1.56968 0.0 0.0 0.0
H 4.84397 -1.33305 -1.99163 0.0 0.0 0.0
H 4.65791 -3.72507 -2.63757 0.0 0.0 0.0
H 2.43721 -4.75695 -2.87026 0.0 0.0 0.0
H 0.16982 -4.74937 -2.71746 0.0 0.0 0.0
H -0.58490 -3.26245 -3.29519 -0.1 0.0 0.0
H -0.54699 -3.61369 -1.56928 -0.1 0.0 0.0
H -2.77270 -1.81928 -0.69637 -0.1 0.0 0.0
H -4.92412 -2.44360 -1.71754 0.0 0.0 0.0
H -5.24354 -2.15638 -4.16217 0.0 0.0 0.0
H -3.40640 -1.27480 -5.54132 0.0 0.0 0.0
H -1.09665 -0.85501 -5.81534 0.0 0.0 0.0
H 0.00829 -0.71640 -4.43812 0.0 0.0 0.0
H -1.02306 0.64128 -4.88201 0.1 0.0 0.0
C -0.09632 3.68638 3.13113 -0.1 -0.1 -0.3
C -0.63244 3.52205 1.69738 0.0 0.2 0.3
C -2.10637 3.95345 1.67956 0.2 -0.1 0.0
C 0.18062 4.41776 0.75415 -0.1 -0.2 0.1
O -0.54042 2.19527 1.28925 0.1 -0.8 -0.5
H -0.30039 4.69275 3.50375 0.0 0.0 0.1
H 0.98153 3.52318 3.15061 0.0 0.0 0.1
H -0.57364 2.95281 3.78339 0.0 0.0 0.0
H -2.21575 4.98410 2.02387 -0.1 0.0 0.0
H -2.67814 3.29192 2.33306 0.0 0.0 0.0
H -2.50933 3.87789 0.66807 0.0 0.0 0.0
H 0.16179 5.45390 1.09976 0.0 0.0 -0.1
H -0.22397 4.36826 -0.25752 0.0 0.0 0.0
H 1.21599 4.07158 0.72355 0.0 0.0 0.0
```
Forces are in eV/Å.

Löwdin charges in e: 0.62, 0.08, -0.44, 0.07, -0.47, 0.08, -0.20, 0.01, -0.04, -0.05, -0.14, 0.07, -0.19, 0.01, -0.05, -0.05, -0.14, 0.06, 0.12, 0.11, 0.11, 0.10, 0.12, 0.11, 0.11, 0.11, 0.17, -0.12, -0.14, 0.14, -0.24, 0.00, -0.51, 0.86, -0.22, 0.12, -0.13, 0.14, -0.07, -0.31, -0.06, -0.08, -0.08, -0.13, -0.31, 1.59, -0.31, -0.17, -0.09, -0.08, -0.05, -0.30, -0.05, -0.34, -0.16, -0.08, -0.08, -0.05, -0.30, -0.04, 0.09, 0.04, 0.06, 0.11, 0.10, 0.10, 0.08, 0.09, 0.11, 0.11, 0.11, 0.08, 0.08, 0.05, 0.07, 0.10, 0.10, 0.11, 0.08, 0.06, 0.09, -0.03, -0.72, -0.04, -0.03, -0.33, 0.08, 0.06, 0.08, 0.08, 0.08, 0.06, 0.08, 0.06, 0.07